An isolated molecule of CH5N3S in a non-equilibrium geometry, computed with ωB97M-V with the def2-TZVPD basis set.

Summary:
- Molar mass: 91.14 g/mol
- Frontier orbital gap: 9.59 eV
- ΔE to the lowest compared entry with this formula, charge and spin: 0.469 eV
- Largest force on an atom: 3.80 eV/Å
- Charge: 0
- SMILES string: NNC(N)=S

Cartesian coordinates (Å):
C: 0.69 -0.09 -0.15
H: -1.83 -1.14 0.97
H: -1.14 -1.74 -0.37
H: -1.17 0.96 -0.25
H: 0.76 1.99 -0.15
H: 2.27 1.22 0.10
N: -1.64 -0.96 -0.01
N: -0.72 0.06 -0.19
N: 1.24 1.15 0.09
S: 1.55 -1.46 -0.04

Mulliken population analysis, charges in e, atoms 1 to 4: number 1, C, carries 0.41; number 2, H, carries 0.24; number 3, H, carries 0.25; number 4, H, carries 0.23



An isolated molecule of CH5N3S in a non-equilibrium geometry, computed with ωB97M-V with the def2-TZVPD basis set.

Summary:
- Molar mass: 91.14 g/mol
- Frontier orbital gap: 9.05 eV
- ΔE to the lowest compared entry with this formula, charge and spin: 1.811 eV
- Largest force on an atom: 2.99 eV/Å
- Charge: 0
- SMILES string: N/N=C\NS

Cartesian coordinates (Å):
C: -0.10 -0.71 -0.72
H: -1.79 -0.71 1.94
H: -0.64 0.42 1.48
H: 0.06 -1.53 -1.51
H: 0.74 0.79 -1.95
H: 2.51 0.96 0.20
N: -1.34 -0.28 1.18
N: -0.93 -1.10 0.20
N: 0.33 0.65 -1.01
S: 1.16 1.50 0.20

Mulliken population analysis, charges in e, atoms 1 to 4: number 1, C, carries 0.03; number 2, H, carries 0.23; number 3, H, carries 0.18; number 4, H, carries 0.28



A cluster of 2 separate species, CH5N4P in total in a non-equilibrium geometry, computed with ωB97M-V with the def2-TZVPD basis set.

Summary:
- Molar mass: 104.05 g/mol
- Frontier orbital gap (alpha / beta): 5.65 / 8.77 eV
- ΔE to the lowest compared entry with this formula, charge and spin: 3.735 eV
- Largest force on an atom: 3.07 eV/Å
- Charge: 0

Cartesian coordinates (Å):
C: 0.61 -0.46 -0.89
N: -0.33 0.24 -1.60
N: -0.39 1.42 -1.15
N: 1.20 0.35 0.01
N: 0.56 1.54 -0.22
P: -1.89 -1.39 0.75
H: 0.89 -1.50 -1.02
H: 1.22 0.03 1.00
H: 0.77 2.54 -0.08
H: -1.43 -0.55 1.66
H: -1.22 -2.23 1.53

Mulliken population analysis, charges in e, atoms 1 to 4: number 1, C, carries -0.32; number 2, N, carries -0.17; number 3, N, carries -0.38; number 4, N, carries -0.21



| no. | total energy (Eh) |
| --- | --- |
| 1 | -603.52866 |
| 2 | -603.47934 |
| 3 | -601.26916 |